1.
The following is a DFT calculation (ωB97M-V/def2-TZVPD) of a single C5H9N2OP molecule.

- spin multiplicity = 1
- SMILES = PN1CC2=NOC[C@@H]2C1
- Kohn-Sham gap (Eh) = 0.365
- HOMO level (Eh) = -0.3375

CARTESIAN COORDINATES (ANGSTROEM)
P1 2.93350 0.09753 0.37490
N1 1.33108 0.10442 -0.29373
C1 0.56598 1.33733 -0.29749
C2 -0.84811 0.81642 -0.21199
N2 -1.94199 1.27897 0.26541
O1 -2.85218 0.18794 0.35682
C3 -2.10281 -0.99835 0.37180
C4 -0.95420 -0.62945 -0.52571
C5 0.56751 -1.08626 -0.17480
H1 2.80108 0.97485 1.70059
H2 3.09071 1.30722 -0.31079
H3 0.55011 1.81367 -1.26161
H4 0.73327 2.07833 0.46266
H5 -2.49049 -1.87810 -0.08538
H6 -1.73164 -1.18676 1.38009
H7 -1.01318 -0.81359 -1.60346
H8 0.47153 -1.56127 0.79001
H9 0.88984 -1.84290 -0.93729

***

2.
The following is a DFT calculation (ωB97M-V/def2-TZVPD) of a gas-phase ion, C5H9N2OS (charge +1).

- spin multiplicity = 3
- charge = +1
- Kohn-Sham gap (spin up / spin down) (Eh) = 0.291 / 0.312
- HOMO level (spin up / spin down) (Eh) = -0.4366 / -0.5661

CARTESIAN COORDINATES (ANGSTROEM)
C1 1.02007 -0.99458 0.20157
C2 0.70437 -0.12243 2.47229
C3 0.93702 -1.06995 -1.25143
C4 -1.21399 -0.43382 0.85764
C5 0.35613 1.42825 0.58227
N1 2.01853 -1.70750 1.06684
N2 0.24576 -0.00900 0.90118
O1 0.17080 0.55472 3.24743
S1 1.99377 -1.27194 2.61571
H1 1.91856 -1.44243 -1.35316
H2 0.84899 -0.07878 -1.72075
H3 0.13478 -1.79689 -1.43634
H4 -1.46904 -0.12155 -0.10755
H5 -1.36091 -1.60526 0.87576
H6 -1.73741 -0.11862 1.75086
H7 -0.34589 1.71226 -0.32490
H8 -0.19933 2.06840 1.36749
H9 1.45093 1.63697 0.38579

***

3.
The following is a DFT calculation (ωB97M-V/def2-TZVPD) of a gas-phase ion, C5H9N2S (charge +1).

- spin multiplicity = 1
- charge = +1
- Kohn-Sham gap (spin up / spin down) (Eh) = 0.246 / 0.267
- HOMO level (spin up / spin down) (Eh) = -0.4091 / -0.4278

CARTESIAN COORDINATES (ANGSTROEM)
C1 1.35252 0.88962 -0.10778
C2 -0.20306 -1.52305 0.14421
C3 1.33937 -1.87803 0.23693
C4 -0.80779 -0.13418 0.13159
C5 -2.27326 0.02330 -0.09106
N1 -0.01544 0.89667 0.14688
N2 1.92097 2.11618 -0.12453
S1 2.41756 -0.58105 0.12845
H1 -0.58007 -2.16236 -0.63002
H2 -0.66470 -2.04680 1.10628
H3 1.59144 -2.83698 0.00142
H4 -2.53513 1.07600 -0.11837
H5 -2.89406 -0.40293 0.80397
H6 -2.57971 -0.32653 -1.01764
H7 -0.33188 1.83232 0.16083
H8 1.38718 2.92521 -0.27216
H9 2.87607 2.13262 -0.49898

***

4.
The following is a DFT calculation (ωB97M-V/def2-TZVPD) of 2 unconnected molecules or ions with the total composition C5H9N2S.

- spin multiplicity = 1
- charge = +1
- Kohn-Sham gap (Eh) = 0.311
- HOMO level (Eh) = -0.4955

CARTESIAN COORDINATES (ANGSTROEM)
C1 -0.98398 -0.65419 -0.09540
C2 -3.04769 -0.29228 -0.70844
C3 1.11817 0.05762 0.35954
C4 1.05784 -1.50015 0.22696
C5 -0.63104 1.73242 0.02696
N1 -0.22083 0.39168 0.05414
N2 -0.35352 -1.78272 0.03051
S1 -4.18181 -0.40223 0.40345
H1 -2.94843 -0.06445 -1.71846
H2 1.51493 0.38749 1.40485
H3 1.80827 0.67664 -0.32186
H4 1.60075 -2.03249 -0.45878
H5 1.37477 -1.85444 1.15686
H6 0.10604 2.31748 -0.42406
H7 -1.57097 1.71481 -0.53425
H8 -0.64316 2.13036 1.07916
H9 -0.74812 -2.59322 -0.46163

***

5.
The following is a DFT calculation (ωB97M-V/def2-TZVPD) of a gas-phase ion, C5H9N2S (charge +1).

- spin multiplicity = 1
- charge = +1
- Kohn-Sham gap (Eh) = 0.377
- HOMO level (Eh) = -0.5083

CARTESIAN COORDINATES (ANGSTROEM)
C1 1.94935 -0.03280 -0.03381
C2 -1.03356 0.59222 -1.11014
C3 -0.43608 0.97658 0.16185
C4 -0.79110 -0.48188 -0.08152
C5 -1.91516 -1.28747 0.42354
N1 1.33212 1.11283 0.13446
N2 3.24451 -0.17107 0.00978
S1 0.92315 -1.42676 -0.20937
H1 -2.03197 0.77032 -1.35028
H2 -0.48177 0.83779 -2.09753
H3 -0.97014 1.55415 0.82926
H4 -1.52003 -1.86323 1.30306
H5 -2.24450 -1.85316 -0.33220
H6 -2.57631 -0.48436 0.65457
H7 1.62106 1.95815 0.63358
H8 3.88996 0.48114 0.45713
H9 3.62091 -1.03358 -0.40909

***

6.
The following is a DFT calculation (ωB97M-V/def2-TZVPD) of a gas-phase ion, C5H9N2S (charge +1).

- spin multiplicity = 1
- SMILES = C[N+]1(C)C=CC(=S)N1
- charge = +1
- Kohn-Sham gap (Eh) = 0.303
- HOMO level (Eh) = -0.4844

CARTESIAN COORDINATES (ANGSTROEM)
C1 0.64058 -0.04533 1.14479
N1 -0.18727 -0.01510 -0.06802
C2 0.66539 -0.39508 -1.21989
C3 -0.75468 1.29544 -0.16704
C4 -2.08078 1.33886 -0.20770
C5 -2.62328 -0.01034 0.01820
S1 -4.19320 -0.40506 0.02535
N2 -1.36749 -0.87359 -0.10586
H1 1.00119 0.87052 1.33267
H2 -0.01714 -0.43048 1.87072
H3 1.50425 -0.76691 0.95775
H4 1.55810 0.14685 -1.16306
H5 0.89494 -1.40826 -1.15137
H6 0.14683 -0.02163 -2.11374
H7 -0.01353 1.99984 -0.44410
H8 -2.83837 2.05940 -0.46946
H9 -1.34597 -1.56419 0.68930

***

7.
The following is a DFT calculation (ωB97M-V/def2-TZVPD) of a gas-phase ion, C5H9N2S2 (charge +1).

- spin multiplicity = 1
- charge = +1
- Kohn-Sham gap (Eh) = 0.315
- HOMO level (Eh) = -0.4859

CARTESIAN COORDINATES (ANGSTROEM)
C1 -1.01572 0.46113 1.42611
C2 -0.26720 0.00339 -1.68801
C3 -0.85947 1.57306 0.47733
C4 0.05523 1.21969 -0.70372
C5 0.27383 -1.44781 0.88776
N1 -0.46593 -0.61842 1.56028
N2 1.18480 -2.09960 1.60615
S1 0.55571 -0.12979 -3.21118
S2 0.08870 -1.70132 -0.84233
H1 -1.82573 0.70761 2.14433
H2 -1.82060 1.40403 0.09524
H3 -0.59039 2.50362 0.84211
H4 1.12553 1.15115 -0.33018
H5 0.07383 2.01767 -1.41927
H6 1.38785 -1.80182 2.48583
H7 1.80359 -0.43900 -2.57681
H8 1.64276 -2.96273 1.22348
H9 -1.34678 0.15912 -1.97713

***

8.
The following is a DFT calculation (ωB97M-V/def2-TZVPD) of 2 unconnected molecules or ions with the total composition C5H9N3.

- spin multiplicity = 1
- SMILES = CN=C=N.CCC#N
- Kohn-Sham gap (Eh) = 0.319
- HOMO level (Eh) = -0.3218

CARTESIAN COORDINATES (ANGSTROEM)
C1 -2.50582 -1.00771 0.27247
N1 -1.48857 0.00391 -0.00491
C2 -1.59794 1.25985 -0.06324
N2 -2.36271 2.16658 -0.33434
H1 -3.38123 -0.64657 0.81062
H2 -2.77798 -1.55489 -0.62886
H3 -2.01831 -1.68396 0.97282
H4 -2.44656 3.07390 0.09151
C3 2.76590 -0.18774 -0.79901
C4 1.81630 0.34015 0.27344
C5 0.50188 -0.64936 0.35244
N3 0.37733 -1.72627 0.80539
H5 3.74147 0.30083 -0.78257
H6 2.35450 -0.04422 -1.79857
H7 2.98572 -1.24384 -0.64440
H8 1.73224 1.42954 0.23851
H9 2.30378 0.16979 1.23868

***

9.
The following is a DFT calculation (ωB97M-V/def2-TZVPD) of a single C5H9N3 molecule.

- spin multiplicity = 1
- SMILES = C=NN/C=N/C=C\C
- Kohn-Sham gap (Eh) = 0.329
- HOMO level (Eh) = -0.2945

CARTESIAN COORDINATES (ANGSTROEM)
C1 -2.37723 -1.16705 0.50606
N1 -2.76118 -0.26231 1.31771
N2 -1.81993 0.78812 1.62996
C2 -0.69185 1.16400 1.00337
N3 0.10474 0.46057 0.28540
C3 1.32283 0.86877 -0.05010
C4 2.04959 0.26894 -0.98491
C5 1.76779 -1.03498 -1.55355
H1 -1.30788 -1.21499 0.23091
H2 -3.22697 -1.80136 0.25907
H3 -2.48208 1.51824 1.80945
H4 -0.38104 2.19085 1.23485
H5 1.66022 1.74049 0.51685
H6 3.09278 0.67262 -1.13901
H7 2.52449 -1.75365 -1.21713
H8 0.80140 -1.40754 -1.21375
H9 1.72433 -1.03072 -2.63520

***

10.
The following is a DFT calculation (ωB97M-V/def2-TZVPD) of a molecular structure, C5H9N3.

- spin multiplicity = 1
- Kohn-Sham gap (Eh) = 0.323
- HOMO level (Eh) = -0.2931

CARTESIAN COORDINATES (ANGSTROEM)
C1 0.45337 0.44411 -2.31792
N1 -0.06276 0.49696 0.50462
C2 -0.72434 -0.61072 0.62615
C3 1.03604 0.31904 -0.95366
C4 -1.90482 -0.02180 2.11159
C5 2.30922 0.10168 -0.66030
N2 -0.76566 -1.80794 0.28512
N3 -1.48327 0.33531 3.24534
H1 -0.58876 1.33561 0.29068
H2 -1.44703 -2.39201 0.76342
H3 -0.45872 0.35642 3.30269
H4 -2.98159 -0.10633 1.89497
H5 -0.15048 1.35175 -2.41116
H6 1.23201 0.47665 -3.09296
H7 -0.19314 -0.41152 -2.53522
H8 3.09275 0.21243 -1.41187
H9 2.63717 -0.07965 0.35851

***

11.
The following is a DFT calculation (ωB97M-V/def2-TZVPD) of a molecular structure, C5H9N3.

- spin multiplicity = 1
- Kohn-Sham gap (Eh) = 0.342
- HOMO level (Eh) = -0.3119

CARTESIAN COORDINATES (ANGSTROEM)
C1 -2.48852 -0.19526 0.18318
C2 -0.47022 -1.26821 -0.20004
C3 0.77501 -0.74933 0.37717
C4 2.32465 -0.49473 0.13062
C5 -0.45553 1.31401 0.10435
H1 -2.84759 -1.38592 -0.25694
H2 -2.77320 -0.02102 1.34522
H3 -3.07031 0.62664 -0.79449
H4 -0.86358 -2.36576 0.16215
H5 -0.20896 -1.36353 -1.42773
H6 0.50975 -0.43039 1.37885
H7 3.40899 -0.96114 -0.35686
H8 2.73222 -0.25186 1.20679
H9 -1.25469 2.10343 0.37883
N1 -1.11892 0.02538 -0.19272
N2 1.25116 0.22818 -0.46627
N3 0.76134 1.51940 -0.08494

***

12.
The following is a DFT calculation (ωB97M-V/def2-TZVPD) of a single C5H9N3 molecule.

- spin multiplicity = 1
- SMILES = [H]/N=C/N1C[C@@H]2N[C@H]2C1
- Kohn-Sham gap (Eh) = 0.356
- HOMO level (Eh) = -0.3217

CARTESIAN COORDINATES (ANGSTROEM)
H1 3.74710 -0.40506 -0.43085
N1 2.77354 -0.60269 -0.22097
C1 2.06323 0.42935 0.00938
N2 0.71900 0.27034 0.31979
C2 -0.31310 1.36092 0.17181
C3 -1.42102 0.46875 -0.48712
N3 -2.65230 -0.30616 -0.35811
C4 -1.39470 -0.63572 0.40921
C5 0.02732 -1.08807 0.12004
H2 2.39575 1.44037 -0.16256
H3 -0.63582 1.77280 1.10158
H4 0.11138 2.09131 -0.42647
H5 -1.00883 0.07289 -1.44902
H6 -3.35356 -0.03692 0.36510
H7 -1.45074 -0.40264 1.48715
H8 0.36182 -1.81154 0.90402
H9 0.18092 -1.46302 -0.91373

***

13.
The following is a DFT calculation (ωB97M-V/def2-TZVPD) of a single C5H9N3 molecule.

- spin multiplicity = 1
- SMILES = N[C@]12C=NN[C@H]1CC2
- Kohn-Sham gap (Eh) = 0.364
- HOMO level (Eh) = -0.3288

CARTESIAN COORDINATES (ANGSTROEM)
N1 -2.07590 -0.24761 -0.55076
C1 -0.66748 -0.44300 -0.12062
C2 -0.68921 0.08210 1.38120
N2 0.02736 1.10333 1.63922
N3 1.04240 1.31041 0.54774
C3 0.65042 0.57751 -0.63366
C4 1.58006 -0.52976 -1.05175
C5 0.32268 -1.56264 -0.69866
H1 -2.91733 -0.99702 -0.25695
H2 -2.04499 -0.32683 -1.60654
H3 -1.19953 -0.42244 2.27159
H4 1.11733 2.29986 0.40072
H5 0.18018 1.07483 -1.54881
H6 2.28041 -0.60297 -0.33300
H7 1.83509 -0.53782 -2.17635
H8 0.82491 -2.34436 0.10608
H9 -0.21202 -2.05141 -1.56914

***

14.
The following is a DFT calculation (ωB97M-V/def2-TZVPD) of a single C5H9N3 molecule.

- spin multiplicity = 1
- SMILES = C=C/C(N)=N/C(=C)N
- Kohn-Sham gap (Eh) = 0.345
- HOMO level (Eh) = -0.3079

CARTESIAN COORDINATES (ANGSTROEM)
C1 2.98993 -0.42534 0.81287
C2 2.27875 -0.48243 -0.30727
C3 0.42872 -0.35007 -0.31903
N1 -0.10895 -1.42827 -0.92900
N2 0.27451 0.73602 0.23972
C4 -1.48799 0.79984 0.04791
C5 -2.19099 0.39215 1.10755
N3 -2.01509 1.51628 -0.98907
H1 2.52050 -0.17375 1.76169
H2 4.05815 -0.63879 0.82626
H3 2.73229 -0.67243 -1.27550
H4 0.49295 -2.24285 -0.94582
H5 -1.09543 -1.57290 -0.75227
H6 -1.71282 -0.12858 1.92699
H7 -3.24981 0.61503 1.21133
H8 -1.33401 1.74523 -1.70145
H9 -2.58073 2.31086 -0.71491

***

15.
The following is a DFT calculation (ωB97M-V/def2-TZVPD) of a single C5H9N3 molecule.

- spin multiplicity = 1
- SMILES = N/N=C1\NC[C@H]2C[C@H]12
- Kohn-Sham gap (Eh) = 0.332
- HOMO level (Eh) = -0.2967

CARTESIAN COORDINATES (ANGSTROEM)
N1 -2.80696 1.05103 -0.50849
N2 -1.49748 1.51836 -0.37729
C1 -0.57595 0.58033 -0.35444
N3 -0.60060 -0.88209 -0.35556
C2 0.79106 -1.70335 -0.15915
C3 1.25121 -0.55969 0.80130
C4 1.98587 0.81047 0.76682
C5 0.83328 0.63697 -0.10437
H1 -3.40950 1.73804 -0.95321
H2 -2.97099 0.23322 -1.20951
H3 -1.50979 -1.21246 -0.20605
H4 1.28455 -2.07762 -1.08056
H5 0.28145 -2.41084 0.78158
H6 0.69726 -0.28894 1.85183
H7 1.71056 1.34340 1.69640
H8 3.09460 1.11773 0.23943
H9 1.44143 0.10543 -0.82873

***

Relative energy (zero: lowest compared OMol25 entry of this formula, charge and spin) (computed, kJ/mol): 244.14 98.41 308.27 332.95 196.49 304.10 227.87 407.91 293.27 453.08 837.49 464.29 463.70 411.33 812.41